# C36H99N9O9

9 unconnected molecules or ions with the total composition C36H99N9O9 (ωB97M-V/def2-TZVPD, OMol25).

Computed properties:
Molar mass, u: 802.2
Energy relative to the best compared isomer or geometry (same formula, charge and spin), eV: 0.000
Lowest unoccupied orbital energy, Eh: 0.0230
SMILES string: COC[C@H](C)N.COC[C@H](C)N.COC[C@H](C)N.COC[C@H](C)N.COC[C@H](C)N.COC[C@H](C)N.COC[C@H](C)N.COC[C@H](C)N.COC[C@H](C)N
DFT total energy, eV: -70772.30976

Structure (ORCA input):
```
! RIJCOSX wB97M-V def2-TZVPD def2/J DEFGRID3
* xyz 0 1
C 5.4037 5.5553 0.7489
O 4.3988 4.6617 0.2975
C 3.7409 5.1204 -0.8685
C 2.5796 4.2200 -1.1836
C 3.0004 2.8069 -1.4964
N 1.7257 4.7710 -2.2361
H 5.7121 5.1961 1.7290
H 4.9754 6.5580 0.8563
H 6.2667 5.5646 0.0785
H 3.3505 6.1362 -0.7008
H 4.4774 5.1456 -1.6867
H 1.9331 4.1740 -0.2974
H 3.4694 2.3277 -0.6362
H 3.7524 2.8013 -2.2996
H 2.1854 2.1815 -1.8594
H 2.2148 4.8986 -3.1175
H 1.4164 5.6968 -1.9546
C 0.2998 -6.1913 -2.2367
O 0.6303 -7.2835 -3.0548
C 0.1575 -8.4956 -2.5353
C 0.4347 -9.5791 -3.5231
C -0.0035 -10.9261 -2.9890
N 1.8549 -9.6323 -3.8985
H -0.7163 -5.8548 -2.4860
H 0.9632 -5.3435 -2.4090
H 0.3543 -6.4408 -1.1718
H 0.6684 -8.7033 -1.5837
H -0.9292 -8.4584 -2.3833
H -0.1500 -9.3405 -4.4264
H 0.4655 -11.1268 -2.0270
H 0.3622 -11.7060 -3.6626
H -1.0901 -11.0052 -2.9859
H 1.9504 -10.2362 -4.7079
H 2.1134 -8.7054 -4.2338
C -4.0635 -4.0848 -2.2415
O -3.7866 -2.7648 -1.8665
C -4.8557 -1.8897 -2.1064
C -4.6238 -0.5629 -1.3898
C -5.6181 0.4952 -1.8544
N -3.2409 -0.0565 -1.6719
H -4.1932 -4.1768 -3.3285
H -4.9339 -4.4869 -1.7157
H -3.1890 -4.6844 -1.9830
H -4.9396 -1.6603 -3.1862
H -5.8225 -2.3287 -1.8165
H -4.6975 -0.6857 -0.3059
H -5.5821 0.6687 -2.9278
H -5.4196 1.3946 -1.2740
H -6.6367 0.1768 -1.6016
H -2.6709 -0.8998 -1.5499
H -3.1819 0.0604 -2.6911
C 7.7943 2.7059 5.3341
O 7.1533 2.7350 4.0857
C 5.7477 2.8102 4.1426
C 5.0633 1.6392 4.8095
C 5.1169 0.3823 3.9599
N 3.6501 2.0130 5.0376
H 8.8609 2.8719 5.1841
H 7.7271 1.7215 5.8179
H 7.4076 3.4686 6.0220
H 5.4700 3.7388 4.6820
H 5.3897 2.9812 3.1262
H 5.5741 1.4883 5.7661
H 4.5636 0.5646 3.0346
H 4.5782 -0.4170 4.4791
H 6.1321 0.0560 3.7542
H 3.0796 1.1890 5.1895
H 3.5836 2.5702 5.8836
C -0.3855 -2.2736 -1.3548
O 0.5369 -1.5406 -0.5850
C 0.0221 -0.2945 -0.2010
C 1.0377 0.4565 0.6452
C 1.1213 -0.0819 2.0651
N 0.5963 1.8582 0.6925
H -1.2969 -2.4055 -0.7482
H -0.0394 -3.2938 -1.5237
H -0.6001 -1.8049 -2.3220
H -0.2560 0.3043 -1.0872
H -0.9197 -0.4036 0.3687
H 2.0210 0.3508 0.1609
H 1.5744 -1.0785 2.0961
H 0.1290 -0.1624 2.5172
H 1.7534 0.5582 2.6866
H 1.2489 2.3994 1.2574
H 0.5934 2.2437 -0.2495
C -3.2755 6.3742 2.0020
O -3.5831 5.0817 1.5519
C -2.5630 4.5223 0.7516
C -3.0276 3.1798 0.2340
C -3.3175 2.2321 1.4162
N -1.9940 2.6186 -0.6420
H -2.9526 7.0155 1.1684
H -2.4950 6.3477 2.7713
H -4.1860 6.8200 2.3994
H -2.3434 5.1835 -0.0990
H -1.6326 4.3633 1.3232
H -3.9711 3.2926 -0.3072
H -2.3986 2.0395 1.9790
H -3.6831 1.2691 1.0499
H -4.0781 2.6327 2.0917
H -2.3417 1.7539 -1.0664
H -1.2622 2.2286 -0.0471
C 0.4470 -5.3733 1.6437
O -0.8988 -5.0479 1.5109
C -1.1889 -3.7313 1.9403
C -1.1388 -3.5626 3.4591
C -1.7213 -4.7383 4.2209
N -1.8897 -2.3259 3.7947
H 0.6214 -6.4237 1.4180
H 0.8321 -5.1842 2.6497
H 1.0131 -4.7797 0.9115
H -0.4697 -3.0276 1.4932
H -2.2044 -3.5129 1.6041
H -0.0960 -3.4188 3.7803
H -1.6382 -4.6131 5.3036
H -1.1719 -5.6482 3.9650
H -2.7796 -4.9041 4.0162
H -1.8175 -1.6205 3.0712
H -1.5602 -1.9238 4.6609
C 0.7640 7.2611 3.1472
O 1.5075 6.5769 4.1099
C 2.4102 5.5865 3.5717
C 1.6996 4.4440 2.8683
C 0.6814 3.7733 3.7830
N 2.6654 3.4418 2.3851
H 0.0998 6.5874 2.5908
H 1.4212 7.7580 2.4144
H 0.1665 8.0207 3.6430
H 3.1097 6.1238 2.9174
H 2.8893 5.2116 4.4800
H 1.2083 4.8476 1.9725
H -0.1471 4.4457 4.0104
H 1.1870 3.5205 4.7188
H 0.2658 2.8724 3.3362
H 3.1852 3.1113 3.2092
H 3.3642 3.8538 1.7690
C -4.9740 -1.4591 -8.2971
O -3.7241 -1.2747 -7.6515
C -3.8311 -0.5738 -6.4590
C -2.4852 -0.5261 -5.7892
C -2.0550 -1.8543 -5.2301
N -2.5113 0.4752 -4.7285
H -4.7521 -1.6330 -9.3471
H -5.6200 -0.5880 -8.1648
H -5.4727 -2.3505 -7.8982
H -4.2336 0.4438 -6.6111
H -4.5719 -1.0547 -5.7896
H -1.7885 -0.2014 -6.5786
H -2.8051 -2.2978 -4.5753
H -1.1014 -1.7460 -4.7054
H -1.8576 -2.5627 -6.0387
H -1.5899 0.6243 -4.3383
H -2.8797 1.3714 -5.0196
*
```

Atom charges from the Mulliken analysis, given in e for atoms 1 to 99: -0.847, -0.247, -1.172, 2.297, -1.533, -0.751, 0.174, 0.356, 0.276, 0.400, 0.338, -1.049, 0.179, 0.505, 0.429, 0.265, 0.272, -0.492, -0.388, -0.713, 0.620, -1.444, -0.808, 0.222, 0.258, 0.177, 0.330, 0.318, 0.257, 0.366, 0.368, 0.374, 0.260, 0.275, -0.835, 0.025, -0.791, 0.338, -1.360, 0.456, 0.322, 0.324, 0.106, 0.011, 0.488, 0.457, 0.249, 0.158, 0.466, -0.544, 0.146, -0.735, -0.410, -0.417, 0.363, -1.439, -0.550, 0.283, 0.273, 0.319, 0.370, -0.020, 0.501, 0.205, 0.400, 0.366, 0.234, 0.259, 0.142, -0.580, 0.111, 0.272, -1.325, 0.594, 0.041, -0.343, 0.331, 0.342, 0.187, 0.161, 0.426, 0.044, 0.092, -0.941, 0.482, -0.651, -0.351, -0.401, 0.399, -0.824, -0.642, 0.313, 0.184, 0.274, 0.500, -0.311, 0.352, 0.046, -0.013

=====

# C26H29NO4S

A single C26H29NO4S molecule (ωB97M-V/def2-TZVPD, OMol25).

Computed properties:
Molar mass, u: 451.6
Energy relative to the best compared isomer or geometry (same formula, charge and spin), eV: 0.077
Lowest unoccupied orbital energy, Eh: 0.0238
SMILES string: CCO[C@@H]1OC(C(=O)NCc2ccccc2)=C[C@H](c2csc3ccccc23)[C@H]1CCCO
DFT total energy, eV: -47948.45992

Structure (ORCA input):
```
! RIJCOSX wB97M-V def2-TZVPD def2/J DEFGRID3
* xyz 0 1
C -1.3455 -0.8595 1.8442
C 0.0680 -0.5919 2.3508
O 0.9940 -0.2648 1.3303
C 1.0120 1.0537 0.8904
O -0.1341 1.3980 0.1386
C -0.1546 0.8903 -1.1400
C -1.4945 0.9115 -1.7960
O -1.6914 0.4019 -2.8840
N -2.4463 1.5384 -1.0740
C -3.8513 1.4721 -1.4097
C -4.5696 0.5146 -0.4922
C -4.1748 -0.8180 -0.4558
C -4.7870 -1.7065 0.4080
C -5.8048 -1.2733 1.2422
C -6.2061 0.0506 1.2081
C -5.5869 0.9423 0.3483
C 0.9032 0.3610 -1.7564
C 2.2623 0.3091 -1.1418
C 2.7266 -1.0803 -0.7643
C 4.0260 -1.2894 -0.4435
S 4.3971 -2.9014 0.0503
C 2.7365 -3.3609 -0.1825
C 2.2125 -4.6259 0.0359
C 0.8712 -4.8308 -0.2041
C 0.0745 -3.7854 -0.6673
C 0.5974 -2.5306 -0.8868
C 1.9495 -2.2823 -0.6354
C 2.2992 1.2539 0.0793
C 2.4429 2.7189 -0.3444
C 3.8822 3.1013 -0.6958
C 4.7346 3.3372 0.5544
O 4.2348 4.3726 1.3656
H -1.3161 -1.6078 1.0566
H -1.7994 0.0461 1.4511
H -1.9604 -1.2295 2.6605
H 0.0575 0.2074 3.1061
H 0.4760 -1.5010 2.8011
H 0.9789 1.7473 1.7502
H -2.1901 1.8772 -0.1589
H -3.9009 1.1199 -2.4447
H -4.2900 2.4723 -1.3465
H -3.3860 -1.1520 -1.1140
H -4.4730 -2.7396 0.4302
H -6.2853 -1.9672 1.9159
H -7.0007 0.3923 1.8551
H -5.9009 1.9765 0.3271
H 0.7712 -0.0221 -2.7560
H 2.9784 0.6875 -1.8828
H 4.8225 -0.5691 -0.4580
H 2.8498 -5.4239 0.3848
H 0.4375 -5.8057 -0.0394
H -0.9724 -3.9662 -0.8640
H -0.0340 -1.7424 -1.2601
H 3.1259 0.9728 0.7347
H 1.7905 2.9083 -1.1993
H 2.1141 3.3628 0.4749
H 3.8711 4.0214 -1.2869
H 4.3529 2.3250 -1.3003
H 4.7382 2.4504 1.1913
H 5.7716 3.5503 0.2552
H 4.1954 5.1822 0.8437
*
```

Taken from the Mulliken analysis, the atomic charges in e are: -0.635, -0.524, -0.199, -1.178, -0.557, 1.630, 0.053, -0.706, -0.098, -1.255, 0.599, -0.064, -0.554, -0.507, -0.523, -0.568, -1.677, 0.968, -0.672, -0.371, -0.356, 0.117, -0.488, -0.511, -0.898, 0.033, -0.358, 0.381, -1.131, -0.710, -0.608, -0.527, 0.021, 0.114, 0.529, 0.313, 0.390, 0.678, 0.312, 0.379, 0.435, 0.454, 0.421, 0.391, 0.381, 0.337, 0.376, 0.802, 0.502, 0.414, 0.391, 0.436, 0.695, 0.605, 0.270, 0.616, 0.357, 0.311, 0.280, 0.337, 0.349

=====

# C7H11N

A single C7H11N molecule (ωB97M-V/def2-TZVPD, OMol25).

Computed properties:
Molar mass, u: 109.2
Energy relative to the best compared isomer or geometry (same formula, charge and spin), eV: 0.236
Lowest unoccupied orbital energy, Eh: 0.0380
SMILES string: CCc1c[nH]c(C)c1
DFT total energy, eV: -8927.49257

Structure (ORCA input):
```
! RIJCOSX wB97M-V def2-TZVPD def2/J DEFGRID3
* xyz 0 1
C 1.1264 -1.1122 2.4661
C 0.6710 0.2686 1.9699
C 0.0077 0.2033 0.6274
C -1.2748 -0.1895 0.3668
N -1.4907 -0.1256 -0.9817
C -0.3502 0.3097 -1.6178
C -0.3818 0.6701 -3.0743
C 0.5731 0.5349 -0.6410
H 0.2778 -1.7964 2.4629
H 1.8615 -1.5123 1.7705
H 1.5556 -1.0525 3.4654
H 1.4852 0.9932 1.9612
H -0.0693 0.6584 2.6714
H -1.9723 -0.6559 1.0455
H -2.3657 -0.4163 -1.3849
H -1.3319 1.1527 -3.2963
H 0.4057 1.3748 -3.3179
H -0.2979 -0.2205 -3.7037
H 1.5708 0.9155 -0.7896
*
```

Taken from the Mulliken analysis, the atomic charges in e are: -1.035, -0.773, 0.646, -0.634, -0.012, 0.136, -1.181, -0.553, 0.315, 0.303, 0.336, 0.324, 0.288, 0.388, 0.190, 0.337, 0.304, 0.261, 0.360